1) {"formula": "C5H16N2O", "method": "the ωB97M-V functional and the def2-TZVPD basis", "gap_ev": 4.26, "e_lumo_ev": -1.0, "mol_weight_g_mol": 120.20, "total_charge": 0, "elements": ["C", "O", "C", "C", "H", "H", "H", "H", "H", "H", "H", "C", "N", "C", "N", "H", "H", "H", "H", "H", "H", "H", "H", "H"], "coordinates": [[-1.085, -2.966, -1.072], [-2.016, -2.742, -2.006], [-0.812, -1.642, -0.262], [-0.410, -0.617, -1.318], [-0.075, -3.249, -1.481], [-1.349, -3.772, -0.349], [-0.073, -1.785, 0.544], [-1.783, -1.405, 0.182], [-0.630, 0.411, -0.981], [-1.100, -0.858, -2.139], [0.658, -0.722, -1.577], [0.880, 1.058, 1.531], [-0.124, 0.981, 2.590], [0.467, 2.163, 0.562], [1.199, 1.949, -0.745], [0.988, 0.127, 0.960], [1.832, 1.336, 1.985], [-1.004, 0.681, 2.193], [0.133, 0.275, 3.261], [0.718, 3.145, 0.944], [-0.589, 2.084, 0.335], [1.262, 2.751, -1.351], [2.148, 1.642, -0.541], [0.763, 1.155, -1.266]]}

---

2) {"formula": "C5H16N2O", "method": "the ωB97M-V functional and the def2-TZVPD basis", "smiles": "C[C@@H](N)CN(C)C.O", "gap_ev": 8.88, "e_lumo_ev": 0.8, "mol_weight_g_mol": 120.20, "total_charge": 0, "elements": ["C", "C", "N", "C", "N", "C", "C", "H", "H", "H", "H", "H", "H", "H", "H", "H", "H", "H", "H", "H", "H", "O", "H", "H"], "coordinates": [[0.031, -2.153, -0.330], [-0.302, -0.799, -0.756], [-1.675, -0.462, -1.223], [-0.118, 0.383, 0.365], [1.229, 0.077, 0.975], [2.303, 0.467, 0.137], [1.432, 0.248, 2.403], [-0.480, -2.794, -1.043], [1.105, -2.612, 0.007], [-0.333, -2.295, 0.702], [0.561, -0.627, -1.516], [-2.361, -1.252, -0.982], [-1.512, -0.237, -2.271], [-0.490, 1.303, -0.030], [-0.945, 0.191, 1.211], [2.380, -0.359, -0.627], [2.154, 1.540, -0.264], [3.341, 0.631, 0.547], [0.415, 0.847, 2.870], [2.287, 0.962, 2.568], [1.675, -0.734, 2.687], [-2.562, 1.951, -1.314], [-1.945, 2.331, -1.896], [-2.318, 1.322, -0.628]]}

---

3) {"formula": "C5H16N2O", "method": "the ωB97M-V functional and the def2-TZVPD basis", "smiles": "CC(C)NCCN.O", "gap_ev": 9.10, "e_lumo_ev": 0.5, "mol_weight_g_mol": 120.20, "total_charge": 0, "elements": ["C", "C", "C", "N", "C", "C", "N", "H", "H", "H", "H", "H", "H", "H", "H", "H", "H", "H", "H", "H", "H", "O", "H", "H"], "coordinates": [[2.037, -0.538, -1.039], [0.551, -0.251, -1.243], [0.330, 0.881, -2.215], [-0.193, 0.026, -0.017], [-0.212, -1.086, 0.932], [-1.645, -1.592, 1.114], [-2.559, -0.614, 1.718], [2.545, -0.847, -1.953], [2.562, 0.332, -0.623], [2.216, -1.327, -0.307], [0.129, -1.176, -1.637], [0.876, 0.777, -3.151], [-0.700, 0.974, -2.486], [0.687, 1.812, -1.762], [0.188, 0.834, 0.464], [0.366, -1.933, 0.568], [0.166, -0.805, 1.919], [-1.746, -2.498, 1.714], [-2.040, -1.814, 0.118], [-2.218, -0.390, 2.654], [-2.424, 0.289, 1.263], [0.174, 2.706, 1.546], [1.088, 3.007, 1.616], [-0.177, 3.233, 0.807]]}

---

What is the stability order? It is 3), 2), 1), from most stable to least stable.

---

1) {"formula": "C5H16N2O", "method": "the ωB97M-V functional and the def2-TZVPD basis", "smiles": "CC(C)[C@@H](N)CN.O", "gap_ev": 8.90, "e_lumo_ev": 0.6, "mol_weight_g_mol": 120.20, "total_charge": 0, "elements": ["C", "C", "C", "C", "N", "C", "N", "H", "H", "H", "H", "H", "H", "H", "H", "H", "H", "H", "H", "H", "H", "O", "H", "H"], "coordinates": [[0.248, -0.567, -1.739], [-0.922, -0.137, -0.881], [-1.561, 1.187, -1.319], [-0.677, -0.058, 0.681], [-0.291, -1.335, 1.244], [0.445, 0.989, 0.886], [-0.060, 2.110, 1.697], [0.181, -0.246, -2.780], [1.129, 0.007, -1.418], [0.509, -1.619, -1.670], [-1.672, -0.938, -0.905], [-2.496, 1.022, -1.856], [-1.883, 1.779, -0.466], [-0.895, 1.888, -1.825], [-1.558, 0.325, 1.178], [-1.037, -2.012, 1.196], [0.553, -1.725, 0.828], [1.436, 0.603, 1.164], [0.741, 1.454, -0.058], [0.373, 2.987, 1.441], [0.129, 2.007, 2.684], [2.093, -2.557, 0.497], [2.889, -2.765, 0.008], [2.325, -2.400, 1.415]]}

---

2) {"formula": "C5H16N2O", "method": "the ωB97M-V functional and the def2-TZVPD basis", "smiles": "CC(C)[C@@H](N)CN.O", "gap_ev": 9.77, "e_lumo_ev": 0.8, "mol_weight_g_mol": 120.20, "total_charge": 0, "elements": ["C", "C", "C", "C", "N", "C", "N", "H", "H", "H", "H", "H", "H", "H", "H", "H", "H", "H", "H", "H", "H", "O", "H", "H"], "coordinates": [[0.348, -0.282, -1.823], [-0.931, -0.178, -1.024], [-1.798, 1.014, -1.525], [-0.620, 0.014, 0.497], [-0.292, -1.276, 1.109], [0.298, 1.190, 0.835], [-0.181, 2.186, 1.787], [0.176, -0.761, -2.791], [0.851, 0.663, -1.983], [1.057, -1.001, -1.396], [-1.589, -1.037, -1.057], [-2.391, 1.441, -0.711], [-1.161, 1.819, -1.892], [-2.406, 0.685, -2.374], [-1.569, 0.359, 0.908], [0.465, -1.320, 1.775], [-1.121, -1.704, 1.495], [1.317, 0.924, 1.131], [0.517, 1.713, -0.096], [-0.939, 2.733, 1.413], [-0.417, 1.763, 2.672], [2.734, -2.282, 0.008], [2.918, -2.265, 0.957], [1.798, -2.524, -0.035]]}

---

What is the stability order? It is 2), 1), from most stable to least stable.

---

1) {"formula": "C5H16N2O", "method": "the ωB97M-V functional and the def2-TZVPD basis", "smiles": "CCNC[C@H](C)N.O", "gap_ev": 8.91, "e_lumo_ev": 0.6, "mol_weight_g_mol": 120.20, "total_charge": 0, "elements": ["C", "C", "N", "C", "C", "C", "N", "H", "H", "H", "H", "H", "H", "H", "H", "H", "H", "H", "H", "H", "H", "O", "H", "H"], "coordinates": [[-0.027, 0.755, -2.508], [-1.335, 0.482, -1.757], [-1.382, 0.690, -0.347], [-0.906, -0.360, 0.579], [0.444, -0.944, 0.184], [0.735, -2.100, 1.198], [1.567, 0.058, 0.258], [0.655, -0.039, -2.636], [-0.131, 1.353, -3.504], [0.599, 1.659, -2.096], [-2.071, 1.366, -2.105], [-1.776, -0.401, -2.047], [-0.990, 1.571, -0.052], [-1.601, -1.286, 0.275], [-1.060, 0.074, 1.504], [0.383, -1.330, -0.858], [-0.032, -2.890, 1.021], [0.525, -1.801, 2.194], [1.699, -2.684, 1.089], [1.212, 0.786, 0.950], [2.289, -0.439, 0.694], [0.450, 1.466, 2.703], [0.864, 2.182, 3.188], [-0.111, 1.832, 2.074]]}

---

2) {"formula": "C5H16N2O", "method": "the ωB97M-V functional and the def2-TZVPD basis", "smiles": "CC(C)NCCN.O", "gap_ev": 9.51, "e_lumo_ev": 0.9, "mol_weight_g_mol": 120.20, "total_charge": 0, "elements": ["C", "C", "C", "N", "C", "C", "N", "H", "H", "H", "H", "H", "H", "H", "H", "H", "H", "H", "H", "H", "H", "O", "H", "H"], "coordinates": [[-0.310, -1.205, 2.051], [0.312, -0.847, 0.702], [1.786, -1.306, 0.657], [0.316, 0.605, 0.390], [-1.024, 1.222, 0.387], [-1.815, 0.856, -0.878], [-1.251, 1.431, -2.121], [-1.071, -1.976, 1.888], [0.444, -1.658, 2.694], [-0.827, -0.395, 2.559], [-0.194, -1.381, -0.097], [2.408, -0.843, -0.116], [2.239, -1.054, 1.618], [1.893, -2.363, 0.428], [0.871, 1.056, 1.107], [-1.718, 0.997, 1.203], [-0.790, 2.289, 0.361], [-2.750, 1.418, -0.802], [-1.989, -0.221, -0.847], [-0.262, 1.626, -2.002], [-1.438, 0.817, -2.910], [1.662, 0.593, -2.387], [1.739, 0.720, -1.426], [1.771, -0.383, -2.458]]}

---

What is the stability order? It is 2), 1), from most stable to least stable.

---

1) {"formula": "C5H16N2O", "method": "the ωB97M-V functional and the def2-TZVPD basis", "smiles": "CNCCCCN.O", "gap_ev": 9.62, "e_lumo_ev": 0.8, "mol_weight_g_mol": 120.20, "total_charge": 0, "elements": ["C", "N", "C", "C", "C", "C", "N", "H", "H", "H", "H", "H", "H", "H", "H", "H", "H", "H", "H", "H", "H", "O", "H", "H"], "coordinates": [[1.663, 2.304, 0.590], [2.265, 1.019, 0.663], [1.478, -0.186, 0.301], [0.059, -0.244, 0.948], [-1.241, -0.448, 0.192], [-1.270, -1.582, -0.814], [-1.967, -2.771, -0.227], [0.617, 2.415, 0.851], [2.231, 3.074, 1.139], [1.729, 2.690, -0.459], [2.764, 0.871, 1.526], [2.057, -1.068, 0.611], [1.502, -0.184, -0.794], [-0.105, 0.712, 1.443], [0.229, -0.997, 1.715], [-1.574, 0.520, -0.196], [-2.077, -0.571, 0.886], [-1.843, -1.390, -1.746], [-0.267, -1.942, -1.054], [-1.365, -3.581, -0.299], [-2.157, -2.644, 0.761], [-1.056, 1.589, -2.208], [-1.483, 0.752, -2.050], [-0.189, 1.663, -1.781]]}

---

2) {"formula": "C5H16N2O", "method": "the ωB97M-V functional and the def2-TZVPD basis", "smiles": "CC[C@@H](CN)NC.O", "gap_ev": 9.89, "e_lumo_ev": 1.0, "mol_weight_g_mol": 120.20, "total_charge": 0, "elements": ["C", "C", "C", "C", "N", "N", "C", "H", "H", "H", "H", "H", "H", "H", "H", "H", "H", "H", "H", "H", "H", "O", "H", "H"], "coordinates": [[0.266, 0.951, 2.573], [-0.357, 1.391, 1.210], [0.108, 0.472, 0.040], [-1.001, -0.503, -0.341], [-0.427, -1.715, -0.988], [0.652, 1.173, -1.124], [-0.243, 2.150, -1.795], [-0.548, 0.422, 3.062], [1.106, 0.276, 2.404], [0.688, 1.756, 3.172], [0.052, 2.350, 0.889], [-1.431, 1.475, 1.363], [0.969, -0.075, 0.430], [-1.662, -0.069, -1.093], [-1.575, -0.814, 0.533], [-0.816, -1.838, -1.909], [0.577, -1.642, -1.027], [1.509, 1.593, -0.789], [0.368, 2.976, -2.150], [-0.565, 1.548, -2.646], [-1.071, 2.514, -1.192], [0.963, -3.436, 0.502], [1.308, -3.668, -0.361], [0.016, -3.341, 0.357]]}

---

3) {"formula": "C5H16N2O", "method": "the ωB97M-V functional and the def2-TZVPD basis", "smiles": "CN[C@@H](N)O.CCC", "gap_ev": 9.98, "e_lumo_ev": 0.9, "mol_weight_g_mol": 120.20, "total_charge": 0, "elements": ["C", "N", "C", "N", "O", "H", "H", "H", "H", "H", "H", "H", "H", "C", "C", "C", "H", "H", "H", "H", "H", "H", "H", "H"], "coordinates": [[0.896, 1.347, 1.502], [1.298, -0.021, 1.199], [0.411, -1.069, 1.718], [0.808, -1.320, 3.071], [-0.959, -0.769, 1.631], [0.910, 1.500, 2.580], [-0.111, 1.590, 1.134], [1.605, 2.026, 1.034], [1.365, -0.123, 0.193], [0.593, -1.969, 1.115], [1.841, -1.478, 2.993], [0.630, -0.567, 3.727], [-1.278, -0.588, 2.525], [-1.759, 0.892, -2.230], [-0.963, -0.375, -1.939], [0.480, -0.253, -2.416], [-1.787, 1.092, -3.300], [-1.305, 1.750, -1.736], [-2.780, 0.795, -1.869], [-1.436, -1.222, -2.442], [-0.990, -0.581, -0.867], [0.513, -0.112, -3.495], [0.970, 0.604, -1.954], [1.048, -1.150, -2.174]]}

---

4) {"formula": "C5H16N2O", "method": "the ωB97M-V functional and the def2-TZVPD basis", "gap_ev": [7.71, 9.18], "e_lumo_ev": [-0.1, 0.9], "mol_weight_g_mol": 120.20, "total_charge": 0, "elements": ["C", "C", "C", "C", "N", "H", "H", "H", "H", "H", "H", "H", "H", "H", "H", "H", "C", "N", "O", "H", "H", "H", "H", "H"], "coordinates": [[-1.107, 0.282, 0.937], [-1.332, -2.105, 1.398], [0.850, -1.074, 1.480], [-0.344, 1.329, 0.154], [-0.472, -1.056, 0.857], [-1.219, 0.571, 1.997], [-2.113, 0.171, 0.527], [-2.279, -2.111, 0.857], [-1.533, -1.969, 2.470], [-0.854, -3.074, 1.248], [0.793, -0.888, 2.562], [1.318, -2.043, 1.302], [1.478, -0.311, 1.025], [-1.010, 2.097, -0.226], [0.538, 1.653, -1.211], [0.410, 1.840, 0.746], [1.333, 2.117, -2.025], [0.878, -0.401, -1.963], [-0.418, -0.626, -1.709], [-0.429, -1.067, -0.782], [0.881, -0.198, -2.969], [1.167, 3.152, -1.717], [1.114, 1.939, -3.073], [2.352, 1.771, -1.884]]}

---

What is the stability order? It is 3), 2), 1), 4), from most stable to least stable.